Entry from the Open Molecules 2025 dataset: a structure of composition C42H46CoN3O3P2S (the ωB97M-V functional and the def2-TZVPD basis).

Structure (XYZ):
```
98
Properties=species:S:1:pos:R:3
Co -0.9173 -1.3712 0.2674
O 0.9413 -0.8998 0.1688
P 1.7345 0.3359 0.5816
C 0.9394 1.1340 2.0048
P -0.8424 1.4357 1.8018
O -1.5125 0.3004 1.0507
C -1.0331 2.9828 0.9343
C -1.4271 2.9956 -0.3980
C -1.5096 4.2027 -1.0749
C -1.1922 5.3865 -0.4257
C -0.8024 5.3744 0.9094
C -0.7333 4.1745 1.5967
C -1.5212 1.6369 3.4421
C -0.7413 1.6773 4.5950
C -1.3462 1.8540 5.8309
C -2.7232 1.9895 5.9158
C -3.5043 1.9538 4.7669
C -2.9071 1.7823 3.5312
C 3.3605 -0.1388 1.1424
C 4.5078 0.4481 0.6158
C 5.7539 0.0656 1.0908
C 5.8545 -0.8943 2.0856
C 4.7102 -1.4822 2.6132
C 3.4656 -1.1068 2.1436
C 1.9454 1.5264 -0.7288
C 2.1053 1.0369 -2.0243
C 2.4327 1.9029 -3.0540
C 2.6110 3.2540 -2.7910
C 2.4607 3.7447 -1.5007
C 2.1390 2.8823 -0.4660
H 1.4581 2.0584 2.2643
H 1.0876 0.4394 2.8369
H -1.6665 2.0648 -0.8959
H -1.8296 4.2205 -2.1085
H -1.2606 6.3270 -0.9555
H -0.5749 6.3012 1.4174
H -0.4605 4.1700 2.6459
H 0.3353 1.5791 4.5473
H -0.7404 1.8881 6.7255
H -3.1918 2.1296 6.8802
H -4.5771 2.0684 4.8368
H -3.5149 1.7709 2.6339
H 4.4357 1.1993 -0.1602
H 6.6457 0.5185 0.6811
H 6.8282 -1.1881 2.4533
H 4.7917 -2.2324 3.3879
H 2.5791 -1.5744 2.5460
H 1.9725 -0.0182 -2.2285
H 2.5551 1.5208 -4.0577
H 2.8820 3.9280 -3.5930
H 2.6059 4.7964 -1.2970
H 2.0433 3.2801 0.5354
O -2.7965 -1.9203 0.2795
C -2.9118 -3.3605 0.1773
C -1.7579 -3.8256 -0.6514
C -1.7744 -5.0159 -1.3488
C -0.6089 -5.4336 -1.9757
C 0.5230 -4.6390 -1.8954
C 0.4523 -3.4425 -1.2049
N -0.6653 -3.0543 -0.5921
H -3.2318 -1.5925 1.0805
H -3.8735 -3.6183 -0.2639
H -2.8340 -3.8016 1.1742
H -2.6753 -5.6119 -1.3855
H -0.5873 -6.3679 -2.5191
H 1.4488 -4.9299 -2.3692
H 1.2902 -2.7649 -1.1246
C -0.2094 -4.6649 2.1404
C 0.3092 -3.2462 2.3722
C 0.7229 -3.1366 3.8414
C -0.6888 -2.1220 2.0727
H 0.5134 -5.3909 2.5149
H -0.3782 -4.9068 1.0995
H -1.1378 -4.8318 2.6948
H 1.2026 -3.0946 1.7548
H -0.1402 -3.3059 4.4890
H 1.1230 -2.1505 4.0852
H 1.4787 -3.8809 4.0951
H -0.3748 -1.2418 2.6307
H -1.6829 -2.3841 2.4579
N -3.4639 -1.1354 -2.5209
C -2.3559 -0.5447 -3.0125
S -0.9643 -0.3538 -2.0670
N -2.4106 -0.1644 -4.2892
C -1.4463 0.5549 -5.0533
C -0.8483 1.7097 -4.5740
C -0.0009 2.4253 -5.4064
C 0.2513 1.9975 -6.7010
C -0.3524 0.8395 -7.1716
C -1.2008 0.1177 -6.3487
H -3.4931 -1.2948 -1.5263
H -4.3405 -1.0720 -3.0149
H -3.2231 -0.4563 -4.8161
H -1.0483 2.0588 -3.5692
H 0.4508 3.3373 -5.0396
H 0.9051 2.5687 -7.3450
H -0.1691 0.4996 -8.1811
H -1.6776 -0.7835 -6.7141
```

HOMO-LUMO gap (alpha / beta)   8.354 / 8.351 eV
Total charge   +2
E_LUMO (alpha / beta)   -4.729 / -4.732 eV


Entry from the Open Molecules 2025 dataset: a cluster of 9 separate species, C26H74N4O9 in total at a distorted geometry (the ωB97M-V functional and the def2-TZVPD basis).

Structure (XYZ):
```
113
Properties=species:S:1:pos:R:3
C 9.6387 -12.9103 -18.5726
C 9.1836 -12.7612 -17.0735
C 10.3188 -13.1314 -16.0388
O 9.7652 -12.9447 -14.7365
C 10.7395 -13.1064 -13.7086
N 8.5755 -11.4699 -16.8226
H 8.9151 -12.4310 -19.2319
H 10.0690 -13.8537 -18.9087
H 10.5396 -12.3273 -18.7641
H 8.4161 -13.5148 -16.8969
H 11.1950 -12.5211 -16.2578
H 10.7210 -14.1434 -16.0861
H 11.1700 -14.1064 -13.7625
H 10.2690 -13.1315 -12.7258
H 11.5083 -12.3346 -13.7462
H 8.2988 -11.4513 -15.8514
H 9.4051 -10.8977 -16.8891
C 6.1073 -16.3765 -13.4188
C 7.3614 -15.4335 -13.3833
C 8.6515 -16.0974 -12.9472
O 8.6944 -16.2458 -11.5007
C 9.9823 -16.6858 -11.1802
N 7.5249 -14.8126 -14.6994
H 5.9723 -16.8536 -12.4482
H 6.3193 -17.1179 -14.1892
H 5.2230 -15.8045 -13.6994
H 7.2084 -14.5841 -12.7175
H 9.4301 -15.4151 -13.2883
H 8.7787 -17.0216 -13.5108
H 10.1718 -16.6765 -10.1068
H 10.7236 -16.0154 -11.6152
H 10.1582 -17.7035 -11.5286
H 7.8994 -15.4977 -15.3401
H 8.2247 -14.0843 -14.7023
C 3.9808 -12.3267 -14.5119
C 5.2390 -11.6558 -15.0920
C 6.2788 -11.2566 -14.0113
O 7.3410 -10.3965 -14.4421
C 8.4188 -10.0880 -13.5439
N 5.7610 -12.5328 -16.0847
H 3.0945 -12.3760 -15.1444
H 3.7026 -11.8280 -13.5835
H 4.2433 -13.3218 -14.1527
H 4.9400 -10.7072 -15.5380
H 6.8134 -12.1614 -13.7219
H 5.8288 -10.8038 -13.1278
H 8.8244 -11.0106 -13.1286
H 8.0650 -9.4884 -12.7052
H 9.1858 -9.5193 -14.0697
H 6.5549 -12.0500 -16.4806
H 6.1554 -13.3495 -15.6401
C 12.1402 -16.9676 -21.7922
C 11.7532 -16.8954 -20.3231
C 11.6395 -18.2665 -19.6186
O 10.5907 -19.0142 -20.2239
C 10.2031 -20.2969 -19.6367
N 12.7676 -16.1766 -19.5946
H 13.0286 -17.5849 -21.9258
H 12.4176 -16.0801 -22.3608
H 11.2647 -17.3816 -22.2926
H 10.8139 -16.3587 -20.1897
H 11.5202 -18.2027 -18.5371
H 12.5624 -18.8376 -19.7198
H 10.0646 -20.1755 -18.5624
H 11.0175 -21.0002 -19.8103
H 9.2536 -20.7324 -19.9482
H 12.9919 -15.2888 -20.0207
H 13.5704 -16.7656 -19.7638
C 6.8534 -16.3046 -17.4586
C 8.3848 -16.4550 -17.7884
O 9.1019 -16.1518 -16.5994
H 6.6081 -15.2768 -17.1912
H 6.5427 -16.9388 -16.6283
H 6.1371 -16.5896 -18.2291
H 8.6258 -15.8596 -18.6690
H 8.6146 -17.4690 -18.1159
H 10.0125 -16.4354 -16.7084
C 3.3267 -15.9853 -17.3386
C 2.2905 -15.5036 -16.3101
O 1.3773 -16.5826 -16.0124
H 3.6981 -16.9575 -17.0144
H 4.0602 -15.2102 -17.5602
H 2.7551 -16.1759 -18.2469
H 1.7790 -14.6489 -16.7526
H 2.7567 -15.1583 -15.3873
H 0.8568 -16.7098 -16.8090
C 9.8686 -19.3680 -15.4694
C 8.3332 -19.4860 -15.3863
O 7.9999 -20.3462 -14.3102
H 10.1242 -19.0224 -16.4710
H 10.4188 -20.2908 -15.2854
H 10.2610 -18.5561 -14.8570
H 7.7402 -19.9195 -16.1916
H 7.9098 -18.5020 -15.1850
H 7.0576 -20.5027 -14.4062
C 6.8741 -15.9696 -21.2200
C 8.0110 -16.8981 -21.7029
O 7.6020 -17.5322 -22.9086
H 7.1909 -15.2765 -20.4407
H 5.9402 -16.5070 -21.0557
H 6.6585 -15.2297 -21.9909
H 8.3902 -17.6088 -20.9686
H 8.9096 -16.3031 -21.8662
H 8.1775 -18.2595 -23.1565
C 12.6934 -16.8461 -14.6080
C 13.0740 -16.4803 -16.0636
O 11.9166 -16.4630 -16.8605
H 13.4845 -16.4899 -13.9482
H 12.6136 -17.9240 -14.4668
H 11.7920 -16.3418 -14.2597
H 13.8308 -17.1915 -16.3946
H 13.5190 -15.4853 -16.0493
H 12.1807 -16.2619 -17.7613
```

Spin multiplicity   2
ΔE to the lowest compared entry with this formula, charge and spin   0.000 eV
HOMO-LUMO gap (alpha / beta)   10.349 / 4.454 eV
Total charge   +1
E_LUMO (alpha / beta)   -1.544 / -7.439 eV
⟨S²⟩   0.76


Entry from the Open Molecules 2025 dataset: a cluster of 6 separate species, C21H44N6O7 in total at a distorted geometry (the ωB97M-V functional and the def2-TZVPD basis).

Structure (XYZ):
```
78
Properties=species:S:1:pos:R:3
H 4.4055 -2.2068 3.5585
N 4.9651 -1.3677 3.2907
C 4.6819 -1.0571 1.9550
C 3.6227 -1.8898 1.0134
C 2.1331 -1.8655 1.6980
C 1.3390 -0.4078 1.8433
C 0.0183 -1.0308 2.6585
C -0.2765 -2.3112 1.6273
O -1.4809 -2.8715 1.3269
O 1.0596 -2.6834 1.0768
H 5.2123 -0.1236 1.4878
H 3.6474 -1.5533 -0.1203
H 3.9768 -3.0277 1.0287
H 2.3517 -2.0940 2.8275
H 1.1118 0.0990 0.7960
H 1.8096 0.3912 2.5837
H 0.3351 -1.5567 3.6707
H -0.8727 -0.2925 2.8727
C 1.4332 0.3669 -3.8904
N 2.3634 0.0019 -2.8484
C 3.5805 0.5551 -2.5752
C 4.0401 1.6905 -3.4515
O 4.2579 0.1278 -1.6456
H 0.4905 0.6555 -3.4188
H 1.2679 -0.5101 -4.5212
H 1.7982 1.1915 -4.5047
H 2.1152 -0.7556 -2.2227
H 5.0237 2.0351 -3.1222
H 4.1208 1.3522 -4.4884
H 3.3379 2.5258 -3.3782
C -4.0353 -7.0046 3.7752
N -4.4063 -6.0399 4.7832
C -4.0127 -4.7375 4.8868
C -3.0743 -4.2093 3.8338
O -4.4206 -4.0412 5.8112
H -4.9476 -7.3490 3.2820
H -3.5534 -7.8492 4.2739
H -3.3558 -6.5881 3.0300
H -5.0361 -6.3308 5.5219
H -2.8437 -3.1607 4.0384
H -2.1404 -4.7784 3.8474
H -3.5446 -4.2747 2.8486
C 5.1211 6.5330 -6.4778
N 4.6942 5.2107 -6.0863
C 5.3104 4.0191 -6.3360
C 6.5991 4.0531 -7.1148
O 4.8154 2.9716 -5.9316
H 5.2502 7.1307 -5.5720
H 4.3345 6.9759 -7.0938
H 6.0566 6.5196 -7.0392
H 3.8337 5.1170 -5.5592
H 6.9803 3.0365 -7.2407
H 6.4249 4.4829 -8.1052
H 7.3469 4.6388 -6.5727
C -4.3947 2.2772 -4.5176
N -2.9594 2.4250 -4.5634
C -2.0395 1.9941 -3.6523
C -2.5532 1.2702 -2.4355
O -0.8441 2.1995 -3.8377
H -4.7080 1.7231 -5.4059
H -4.8401 3.2749 -4.5385
H -4.7309 1.7490 -3.6240
H -2.5479 2.9034 -5.3564
H -1.7145 0.9840 -1.7958
H -3.2168 1.9256 -1.8643
H -3.0836 0.3628 -2.7379
C -4.7146 -0.4643 8.0241
N -4.5957 -1.0678 6.7181
C -4.5476 -0.4455 5.5047
C -4.6258 1.0585 5.4916
O -4.4443 -1.1062 4.4759
H -3.8439 -0.7588 8.6153
H -5.6202 -0.8523 8.4969
H -4.7685 0.6244 7.9766
H -4.5386 -2.0777 6.6558
H -4.5762 1.4210 4.4617
H -5.5730 1.3864 5.9291
H -3.7842 1.4804 6.0483
```

ΔE to the lowest compared entry with this formula, charge and spin   4.867 eV
HOMO-LUMO gap   9.474 eV
SMILES   [H]/N=C\C[C@H]1CCC(=O)O1.CNC(C)=O.CNC(C)=O.CNC(C)=O.CNC(C)=O.CNC(C)=O
E_LUMO   0.630 eV


Question: What is the formula in the first record?
Answer: C42H46CoN3O3P2S